i.
Formula: C3H8S2
Source: the Open Molecules 2025 dataset
Level of theory: ωB97M-V/def2-TZVPD

Each line ends with the Löwdin charge.
CARTESIAN COORDINATES (ANGSTROEM)
C  2.247  0.526  -0.143  -0.214
C  0.793  0.412  0.176  -0.708
S  -0.165  0.480  -1.318  0.499
S  -1.913  0.778  -0.328  0.419
C  -2.412  -0.896  0.159  -0.471
H  2.456  1.521  -0.624  0.085
H  2.565  -0.266  -0.893  0.089
H  2.879  0.407  0.700  0.052
H  0.614  -0.607  0.587  0.069
H  0.572  1.108  1.009  0.082
H  -1.869  -1.214  1.112  0.056
H  -3.503  -0.758  0.294  0.026
H  -2.263  -1.491  -0.732  0.014

Output
- spin multiplicity = 1
- HOMO (eV) = -8.82
- frontier orbital gap (eV) = 9.65
- SMILES string = CCSSC



ii.
Formula: C3H8S2
Source: the Open Molecules 2025 dataset
Level of theory: ωB97M-V/def2-TZVPD

Each line ends with the Löwdin charge.
CARTESIAN COORDINATES (ANGSTROEM)
S  -2.317  -1.909  0.156  0.229
S  -0.331  -2.567  0.350  0.208
H  -2.097  -1.716  -1.149  -0.216
H  -0.410  -3.533  1.314  -0.192
C  1.175  0.846  0.900  -0.122
C  0.167  1.439  -0.071  -0.244
C  0.061  1.146  -1.362  -0.033
H  1.888  1.605  1.228  0.070
H  1.665  0.066  0.306  0.057
H  0.740  0.423  1.795  0.057
H  -0.407  2.276  0.316  0.087
H  -0.617  1.692  -2.005  0.047
H  0.483  0.234  -1.780  0.052

Output
- spin multiplicity = 1
- HOMO (eV) = -8.71
- frontier orbital gap (eV) = 8.93
- SMILES string = C=CC.SS



Stability summary: most stable i, least stable ii.



i.
Formula: C3H8S2
Source: the Open Molecules 2025 dataset
Level of theory: ωB97M-V/def2-TZVPD

Each line ends with the Löwdin charge.
CARTESIAN COORDINATES (ANGSTROEM)
C  -2.221  -0.094  -0.019  -0.679
C  0.042  -0.912  -0.049  -0.783
C  2.224  0.990  0.002  -0.520
H  -3.344  0.141  -0.786  0.126
H  -2.174  -1.368  0.464  0.131
H  -2.189  0.575  0.989  0.058
H  -0.453  -1.890  -0.459  0.072
H  0.469  -0.872  0.997  0.055
H  2.922  1.335  -1.024  0.063
H  0.940  1.592  0.360  0.113
H  3.083  0.666  1.277  0.146
S  -0.982  0.456  -0.952  0.679
S  1.683  -0.619  -0.801  0.540

Output
- spin multiplicity = 1
- HOMO (eV) = -8.31
- frontier orbital gap (eV) = 8.76



ii.
Formula: C3H8S2
Source: the Open Molecules 2025 dataset
Level of theory: ωB97M-V/def2-TZVPD

Each line ends with the Löwdin charge.
CARTESIAN COORDINATES (ANGSTROEM)
C  1.508  0.658  -0.314  -0.216
C  0.279  -0.066  0.212  -1.028
C  -1.026  0.413  -0.276  -0.735
H  2.100  0.475  0.656  0.101
H  1.226  1.832  -0.623  0.136
H  1.830  0.103  -1.332  0.076
H  0.245  0.044  1.175  0.024
H  -0.092  -2.200  0.934  0.041
H  -0.818  0.735  -1.434  0.131
H  -1.150  1.262  0.543  0.117
H  -2.348  -1.092  1.178  0.007
S  0.761  -1.601  -0.370  0.741
S  -2.514  -0.564  -0.349  0.607

Output
- spin multiplicity = 1
- HOMO (eV) = -9.02
- frontier orbital gap (eV) = 9.09



Stability summary: most stable ii, least stable i.



i.
Formula: C6H10N4O2S
Source: the Open Molecules 2025 dataset
Level of theory: ωB97M-V/def2-TZVPD

Each line ends with the Löwdin charge.
CARTESIAN COORDINATES (ANGSTROEM)
C  0.879  -2.426  -1.352  -0.095
C  1.271  -1.072  -1.477  -0.287
C  0.773  -0.615  -0.306  0.001
C  -0.696  -1.059  1.442  -0.108
C  -0.133  0.294  1.982  -0.250
C  -1.901  1.761  0.038  -0.124
N  0.147  -2.633  -0.283  0.076
N  0.118  -1.499  0.374  -0.177
N  0.628  0.910  0.960  -0.088
N  2.105  -0.570  -2.418  0.121
O  0.310  2.189  -1.234  -0.289
O  0.138  3.330  0.807  -0.290
S  -0.148  2.144  0.084  0.516
H  1.120  -3.350  -1.904  0.122
H  -0.812  -1.775  2.292  0.135
H  -1.746  -1.079  1.029  0.131
H  -0.862  0.921  2.386  0.089
H  0.596  0.096  2.823  0.141
H  -2.144  1.258  -0.825  0.027
H  -2.226  1.076  0.849  0.049
H  -2.429  2.814  0.085  0.123
H  2.624  -1.085  -3.084  0.089
H  2.388  0.370  -2.268  0.087

Output
- spin multiplicity = 1
- HOMO (eV) = -8.18
- frontier orbital gap (eV) = 8.43



ii.
Formula: C6H10N4O2S
Source: the Open Molecules 2025 dataset
Level of theory: ωB97M-V/def2-TZVPD

Each line ends with the Löwdin charge.
CARTESIAN COORDINATES (ANGSTROEM)
C  -2.606  -0.290  0.164  -0.070
C  -2.125  -0.021  1.534  -0.080
C  -1.830  -0.753  -0.848  -0.065
C  -0.834  -0.006  1.726  -0.068
C  -0.417  -0.974  -0.563  -0.162
C  0.068  -0.046  0.513  -0.441
N  3.506  -0.906  0.461  0.034
N  2.256  -0.955  0.232  -0.107
N  1.387  1.806  -1.345  -0.023
N  1.431  -0.237  0.960  -0.045
O  -0.959  2.467  -0.378  -0.314
O  0.961  2.432  1.096  -0.330
S  0.274  1.784  -0.004  0.693
H  -3.713  -0.240  0.230  0.113
H  -2.716  0.020  2.442  0.116
H  -2.135  -1.226  -1.799  0.126
H  -0.511  0.023  2.797  0.140
H  -0.262  -1.951  -0.150  0.138
H  0.232  -0.934  -1.372  0.093
H  4.063  -1.543  -0.119  0.039
H  0.918  2.369  -2.003  0.040
H  2.216  2.093  -0.908  0.032
H  1.850  0.461  1.602  0.142

Output
- spin multiplicity = 1
- HOMO (eV) = -9.10
- frontier orbital gap (eV) = 9.40
- SMILES string = [H]/N=N/N[C@]1(S(N)(=O)=O)C=CC=CC1



Stability summary: most stable ii, least stable i.



i.
Formula: C5H10Si
Source: the Open Molecules 2025 dataset
Level of theory: ωB97M-V/def2-TZVPD

Each line ends with the Löwdin charge.
CARTESIAN COORDINATES (ANGSTROEM)
C  -1.532  -0.712  0.413  -0.219
C  -0.415  -1.434  0.183  -0.198
C  -1.672  0.640  -0.183  -0.304
C  -0.353  1.226  -0.693  -0.284
C  2.217  -0.237  0.606  -0.226
Si  0.793  -0.289  -0.666  0.597
H  -2.261  -1.060  1.104  0.082
H  -0.043  -2.437  0.679  0.099
H  -2.399  0.764  -1.002  0.104
H  -2.315  1.216  0.624  0.139
H  -0.374  1.710  -1.651  0.043
H  -0.046  2.137  -0.043  0.102
H  3.305  -0.167  0.200  0.048
H  2.030  0.675  1.278  0.049
H  2.091  -1.120  1.195  -0.013
H  0.973  -0.912  -2.045  -0.019

Output
- spin multiplicity = 1
- HOMO (eV) = -9.18
- frontier orbital gap (eV) = 10.31
- SMILES string = C[Si@H]1C=CCC1



ii.
Formula: C5H10Si
Source: the Open Molecules 2025 dataset
Level of theory: ωB97M-V/def2-TZVPD

Each line ends with the Löwdin charge.
CARTESIAN COORDINATES (ANGSTROEM)
C  -2.459  0.385  0.042  -0.167
C  -3.550  0.088  -0.329  0.121
C  -1.077  0.522  0.427  -0.216
C  -0.288  -0.614  -0.401  -0.269
C  1.124  -0.857  0.164  -0.387
Si  2.415  0.578  -0.071  0.635
H  -4.501  -0.017  -0.704  0.004
H  2.272  1.479  1.085  -0.081
H  -0.398  1.486  0.251  0.138
H  -0.953  0.452  1.460  0.076
H  -0.996  -1.457  -0.433  0.107
H  -0.248  -0.185  -1.335  0.061
H  1.061  -0.963  1.311  0.085
H  1.518  -1.819  -0.218  0.061
H  2.425  1.065  -1.468  -0.076
H  3.653  -0.145  0.220  -0.092

Output
- spin multiplicity = 1
- HOMO (eV) = -9.86
- frontier orbital gap (eV) = 10.86
- SMILES string = C#CCCC[SiH3]



Stability summary: most stable i, least stable ii.



i.
Formula: C6H7ClN2S
Source: the Open Molecules 2025 dataset
Level of theory: ωB97M-V/def2-TZVPD

Each line ends with the Löwdin charge.
CARTESIAN COORDINATES (ANGSTROEM)
C  0.684  -2.611  0.524  -0.226
C  -1.174  0.298  0.658  -0.119
C  0.551  -2.821  1.847  -0.403
C  -0.776  -0.954  0.994  -0.598
C  -0.147  -0.305  -1.315  -0.564
C  -0.026  2.035  -0.599  -0.091
N  -0.155  -1.664  0.017  -0.042
N  -0.656  0.726  -0.580  -0.224
S  -0.614  -1.719  2.562  0.971
Cl  1.336  -0.034  -2.165  0.683
H  1.317  -3.164  -0.146  0.110
H  -1.708  0.997  1.268  0.103
H  0.980  -3.596  2.449  0.053
H  -0.843  -0.876  -1.914  0.099
H  0.997  2.014  -0.205  0.083
H  -0.002  2.411  -1.623  0.077
H  -0.627  2.703  0.015  0.088

Output
- spin multiplicity = 1
- HOMO (eV) = -6.66
- frontier orbital gap (eV) = 7.42



ii.
Formula: C6H7ClN2S
Source: the Open Molecules 2025 dataset
Level of theory: ωB97M-V/def2-TZVPD

Each line ends with the Löwdin charge.
CARTESIAN COORDINATES (ANGSTROEM)
C  1.939  1.732  0.108  -0.312
C  0.112  -1.091  -0.182  -0.123
C  3.130  1.085  0.304  -0.377
C  1.179  -0.187  -0.071  -0.589
C  -1.352  0.753  -0.141  -0.449
C  -2.143  -1.542  -0.005  -0.064
N  0.800  1.117  -0.072  0.013
N  -1.085  -0.561  -0.139  -0.209
S  2.818  -0.644  0.162  1.014
Cl  -3.034  1.094  0.426  0.571
H  1.932  2.900  0.195  0.143
H  0.055  -2.089  -0.241  0.078
H  4.139  1.420  0.327  0.043
H  -1.171  1.389  -0.932  0.052
H  -3.045  -1.129  -0.319  0.022
H  -1.997  -2.483  -0.451  0.088
H  -2.278  -1.766  1.031  0.100

Output
- spin multiplicity = 1
- HOMO (spin up / spin down) (eV) = -6.79 / -6.79
- frontier orbital gap (spin up / spin down) (eV) = 7.05 / 7.05



Stability summary: most stable i, least stable ii.